{"formula": "C34H36BClO4S", "method": "the ωB97M-V functional and the def2-TZVPD basis", "e_tot_ha": -2501.40701, "elements": ["Cl", "H", "O", "H", "C", "C", "C", "H", "H", "H", "O", "H", "C", "H", "H", "H", "H", "O", "H", "H", "C", "C", "O", "C", "C", "H", "C", "C", "H", "H", "C", "C", "C", "C", "C", "S", "H", "H", "C", "H", "C", "C", "C", "C", "H", "H", "H", "C", "C", "C", "C", "H", "H", "H", "B", "H", "C", "H", "C", "H", "H", "H", "H", "C", "C", "H", "C", "C", "C", "H", "H", "C", "H", "C", "H", "H", "C"], "positions_angstrom": [[-1.6037, -1.2382, 7.6524], [0.0065, 4.2531, -0.0587], [2.4959, 2.2105, -5.2315], [-1.9702, -0.8449, 2.7955], [-1.0028, -0.8663, 6.0877], [-2.1554, 0.2603, -1.4770], [-0.1165, -1.4886, -1.8202], [-2.7445, -1.6171, 5.0551], [1.7273, 0.4374, 4.5377], [-0.1493, 4.4566, 2.4574], [-0.6398, 1.2927, 1.3651], [1.3777, 1.0458, -0.5788], [-0.0431, -2.4985, 0.5126], [-1.5104, 3.2736, -0.0906], [-6.6230, -2.3217, -2.4351], [3.4686, -4.6110, 2.0426], [-0.2344, -2.2693, -2.6249], [1.5897, 0.9904, 2.1063], [-4.7876, -3.6799, -1.8653], [0.8917, -0.1272, 6.8150], [0.6885, 0.1235, 4.6694], [2.6433, 0.5969, -3.5661], [-5.7126, -0.5998, -1.5412], [-0.4167, 3.2370, -0.0090], [0.4647, 1.0639, -4.5721], [-1.4903, 1.1313, -1.5264], [-4.3785, -0.6114, -1.2811], [1.8414, 1.2665, -4.5174], [2.7219, -0.8064, -1.9825], [-0.1217, 1.5661, -5.3282], [2.0214, -3.4891, 0.8822], [-1.8007, -1.0981, 4.9431], [-1.3873, -0.6304, 3.6891], [0.6600, -0.4191, -2.6339], [0.0300, 2.5807, 1.2674], [2.2345, -2.3569, -0.4347], [3.9305, -4.1648, 0.4160], [2.7447, -5.4565, 0.6419], [2.0589, 1.7763, -0.1179], [4.1179, 3.1864, -4.3520], [-4.9300, -2.8858, -1.1284], [-3.8356, -1.8989, -1.1178], [0.5054, -2.2253, -0.7242], [4.0435, 1.1102, -3.6854], [2.5729, 4.0838, 1.3645], [-0.2282, 2.9739, 3.4356], [-1.5864, 3.4111, 2.4069], [3.0887, -4.4996, 1.0315], [3.9092, 2.1911, -4.7560], [2.0488, -0.2537, -2.6391], [2.5508, 3.1430, 1.9178], [-2.0733, -3.1222, -1.1877], [4.5293, 2.0004, -5.6343], [-0.9607, -2.0194, 0.8479], [0.2549, 0.7402, 2.2891], [4.7552, 0.3325, -3.9795], [-6.1679, -2.0329, -1.4732], [-5.0939, -3.3683, -0.1552], [-3.5198, 0.4853, -1.3600], [4.4272, 1.5189, -2.7451], [0.2554, -4.1453, 1.9959], [2.2734, 3.3123, 2.9633], [-3.9463, 1.4775, -1.3280], [1.5937, 2.1618, 1.2819], [-0.4864, 3.4170, 2.4658], [-1.1243, -0.0528, -3.7616], [0.6860, -3.4923, 1.2557], [0.2650, -0.2748, 5.9329], [-0.0814, 0.2088, -3.6559], [-6.9510, -2.0907, -0.6980], [2.1086, 2.6622, -0.7627], [-1.6155, -1.0462, -1.4859], [3.5505, 2.6976, 1.9118], [-0.1633, 0.0247, 3.5571], [3.0584, 1.3274, -0.1117], [-0.0641, 2.6894, -0.8869], [-2.4758, -2.1148, -1.2728]], "forces_ev_per_a": [[-0.06, -0.21, 0.27], [-0.28, -0.21, -0.08], [1.19, -0.26, 0.22], [-0.17, 0.27, 0.26], [0.31, 0.63, -1.76], [0.91, -0.34, 0.44], [-1.44, 1.25, -1.86], [0.02, 0.04, 0.02], [-0.49, 0.31, 0.01], [0.11, -0.13, -0.11], [1.31, 0.15, 1.02], [0.19, 0.32, 0.25], [-0.95, -1.07, -0.69], [0.23, 0.14, 0.31], [0.28, 0.45, 0.27], [-0.14, -0.15, 0.22], [-0.20, 0.39, 0.65], [-0.66, 0.52, -0.01], [0.07, 0.07, 0.06], [-0.14, -0.11, -0.31], [-0.10, -0.44, 0.20], [-1.36, 0.56, -0.56], [-0.38, -1.24, 0.53], [0.22, 0.37, -0.70], [0.95, 0.40, -0.56], [-0.29, -0.50, -0.13], [1.14, -0.84, -0.48], [0.17, -0.16, 1.41], [-0.40, 0.44, -0.11], [-0.11, -0.03, 0.00], [-2.01, 0.30, -0.57], [0.38, 0.19, 0.35], [0.16, -0.34, 0.85], [-0.15, -0.56, -0.34], [0.08, 0.42, -0.32], [-0.06, -1.82, -0.61], [0.04, -0.35, 0.13], [0.09, -0.10, 0.08], [-0.13, -0.05, -0.25], [-0.05, -0.12, -0.22], [-1.09, -0.69, 0.29], [0.22, 1.02, -0.73], [1.26, 1.83, 3.12], [0.41, -0.34, 0.16], [0.02, 0.03, 0.11], [0.10, 0.04, -0.16], [0.37, 0.02, -0.03], [0.85, 0.20, 0.11], [-0.63, 0.43, -0.57], [0.26, -0.03, -0.31], [-0.14, 0.05, 0.21], [-0.12, 0.09, -0.24], [-0.07, 0.12, 0.13], [-0.23, -0.75, -0.30], [-0.07, -1.19, -0.67], [-0.11, 0.02, -0.08], [-0.21, 0.78, 0.11], [0.20, 0.04, -0.16], [-0.64, -0.24, 0.19], [-0.18, 0.01, -0.05], [-0.02, 0.07, 0.24], [0.03, 0.16, -0.17], [0.15, 0.15, -0.24], [-0.40, 0.38, -0.69], [0.05, -0.25, -0.05], [-0.09, 0.16, 0.13], [1.88, 1.27, -0.11], [-0.51, -0.30, 0.35], [-0.10, -0.71, 0.56], [0.39, 0.15, -0.33], [-0.02, -0.16, 0.05], [0.95, -0.12, -0.29], [-0.10, 0.12, -0.04], [-0.10, -0.79, 0.77], [-0.13, 0.03, 0.29], [-0.05, 0.08, 0.13], [-0.43, 0.13, 0.39]], "mulliken_charge": [-0.217, 0.415, -0.560, 0.302, 0.286, 0.546, 1.007, 0.409, 0.333, 0.366, -0.372, -0.213, 0.505, 0.457, 0.284, 0.324, 0.596, -0.503, 0.321, 0.376, -0.391, -0.266, -0.555, -1.738, -1.343, 0.455, -0.056, 0.077, 0.192, 0.439, 1.028, -0.811, -0.443, 1.239, 1.354, -0.285, 0.383, 0.303, -1.643, 0.297, -0.671, 0.644, -0.752, -0.648, 0.345, 0.201, 0.417, -1.321, -0.371, 0.226, -2.021, 0.423, 0.278, 0.623, 0.985, 0.286, -0.358, 0.219, -1.522, 0.167, 0.428, 0.394, 0.462, 2.107, -1.703, 0.519, -1.867, -0.598, -1.136, 0.268, 0.301, -0.218, 0.441, 0.456, 0.558, 0.158, -0.616]}

{"formula": "C34H36BF3IN5O12", "method": "the ωB97M-V functional and the def2-TZVPD basis", "e_tot_ha": -3115.69838, "smiles": "CCOB(O)N(CCCI)C(=O)OCCC(F)=C(F)F.O=[N+]([O-])c1ccccc1.O=[N+]([O-])c1ccccc1.O=[N+]([O-])c1ccccc1.O=[N+]([O-])c1ccccc1", "elements": ["H", "O", "O", "H", "C", "C", "C", "C", "H", "H", "H", "H", "C", "F", "N", "N", "O", "O", "C", "H", "I", "H", "C", "O", "H", "O", "H", "C", "H", "H", "C", "H", "C", "N", "C", "H", "H", "H", "H", "H", "C", "B", "C", "C", "C", "O", "H", "H", "H", "O", "H", "N", "H", "N", "H", "C", "C", "C", "C", "C", "H", "O", "H", "H", "H", "C", "H", "O", "C", "C", "C", "H", "C", "C", "C", "C", "H", "C", "H", "H", "F", "C", "O", "O", "H", "C", "C", "C", "H", "C", "F", "H"], "positions_angstrom": [[1.2131, -2.4383, 3.5535], [-1.4124, -0.9381, 1.1128], [-4.0421, -6.0234, -2.4790], [1.3141, -4.9525, -2.0112], [2.6065, -5.1099, -0.3173], [-6.3168, -4.5057, -6.2769], [1.2510, 5.0263, 1.9204], [-0.2574, -3.5303, 2.3528], [0.8594, 3.5009, 0.4612], [-8.4404, -4.2748, -6.0982], [-2.8937, -3.0875, -1.3831], [1.6187, 1.8690, 3.5038], [0.8014, -3.4361, 3.4420], [-0.0284, 2.3432, 5.1807], [4.7853, 5.7764, -0.2598], [-3.9584, -5.6547, -3.6336], [3.6027, -4.5379, 2.1606], [-1.7939, -4.0437, 0.1266], [0.7959, -0.0396, 2.9553], [-4.1416, -2.1270, 0.4160], [-1.2990, -2.6962, 5.5571], [-0.0316, -0.4682, 3.5220], [-5.2023, -5.2601, -4.3145], [-0.9795, 9.7970, -0.2229], [-5.0393, -3.6264, 0.2167], [-2.9230, -5.5817, -4.2592], [-3.4065, -4.7036, -0.9307], [-5.1413, -4.8617, -5.6364], [-3.7926, -3.5135, 1.4698], [-6.2898, -4.1953, -7.3120], [3.0596, 9.2997, -0.6220], [2.9273, 3.9449, -0.8210], [0.2747, -3.9158, 4.7894], [4.1568, -5.4459, 1.5684], [-7.5610, -4.9468, -4.2626], [-8.5014, -4.9784, -3.7304], [5.0901, -7.4003, 0.0354], [1.7212, -0.3982, 3.4035], [3.9653, 7.0485, 1.9366], [-0.0528, -4.9516, 4.7219], [-0.3986, 1.9306, 3.9467], [-0.7588, -3.1815, -0.0293], [1.6700, 11.1974, -2.1072], [2.6949, 4.5196, 0.0627], [3.5488, 5.5154, 0.4965], [-1.0065, 11.3420, -1.7173], [3.5687, 11.7083, -2.9479], [4.8085, 10.0254, -1.6253], [-4.1957, -4.8311, -6.1559], [5.5199, 6.6519, 0.1526], [1.6376, -4.0962, 3.1925], [0.0493, -2.7189, 1.1390], [4.2480, -8.0690, -2.1920], [-0.4374, 10.5149, -1.0371], [0.5995, 1.9495, 2.0518], [-4.0596, -3.2122, 0.4583], [1.6889, 9.4208, -0.4653], [-7.5244, -4.5499, -5.5927], [-1.6978, 1.8730, 3.6667], [2.1403, -5.4883, -1.5675], [-1.2576, -3.2730, 2.7087], [0.7220, -0.4942, 1.5904], [1.1527, 8.7865, 0.2249], [2.3558, -6.8471, -3.2099], [0.3481, 4.8304, 2.4847], [4.2662, -6.8730, -0.4207], [-0.1239, -1.8623, -1.3606], [5.0913, -6.0757, 2.0146], [3.7371, 10.1226, -1.5116], [-3.0371, -3.7575, -0.5354], [2.1207, 6.0277, 2.3332], [1.0661, -3.8636, 5.5309], [3.2823, 6.2746, 1.6196], [3.0420, 11.0683, -2.2539], [-0.2942, -1.3552, 1.3113], [3.6609, -5.8155, 0.2335], [-6.4069, -5.6200, -2.5795], [1.5384, 4.2769, 0.7860], [2.1524, -4.2831, 0.2129], [-0.3087, -4.5709, 2.0321], [-2.1557, 1.7768, 2.4373], [0.7080, 1.4957, 3.0317], [4.9907, 5.1116, -1.2512], [-0.3734, -2.7893, -1.2988], [3.6026, 8.5627, -0.0464], [1.0185, 10.3717, -1.2108], [3.7909, -7.2414, -1.6676], [2.7289, -6.5526, -2.2381], [1.1180, 11.9279, -2.6788], [-6.3920, -5.3072, -3.6125], [-2.6737, 1.8686, 4.5467], [1.8958, 6.6147, 3.2126]], "forces_ev_per_a": [[-0.04, 0.09, -0.08], [0.40, -0.11, 0.06], [-0.09, -0.20, -0.08], [-0.05, 0.05, -0.01], [-0.13, 0.09, 0.00], [-0.07, 0.00, 0.05], [0.02, -0.01, -0.03], [0.32, 0.03, -0.17], [-0.01, 0.02, -0.05], [-0.01, 0.01, 0.00], [0.19, 0.07, 0.03], [0.06, 0.18, -0.29], [-0.18, -0.22, 0.28], [-0.04, -0.52, 0.15], [-0.06, 0.04, -0.03], [0.00, 0.05, 0.03], [-0.03, 0.01, -0.16], [0.16, 0.40, 0.19], [-0.40, 0.34, -0.18], [0.13, 0.03, 0.14], [-0.08, -0.02, 0.07], [-0.01, -0.04, 0.00], [-0.08, 0.01, -0.05], [-0.05, -0.06, 0.06], [-0.05, 0.02, 0.08], [0.08, -0.01, -0.07], [0.24, 0.12, 0.08], [0.04, 0.04, -0.15], [-0.04, -0.02, 0.01], [0.01, 0.01, -0.01], [0.05, 0.02, -0.03], [0.08, 0.04, -0.01], [0.56, -0.10, -0.26], [0.04, 0.02, 0.13], [0.02, 0.02, -0.08], [-0.01, 0.00, 0.01], [-0.01, 0.05, 0.08], [0.12, 0.00, -0.22], [0.09, -0.04, -0.06], [-0.32, 0.11, 0.13], [-0.48, 0.30, -0.36], [0.30, -0.12, -0.32], [0.05, 0.11, -0.11], [-0.08, -0.13, -0.08], [-0.05, -0.04, 0.06], [-0.05, 0.07, -0.05], [0.00, 0.01, -0.01], [0.01, -0.01, 0.00], [0.05, -0.04, 0.07], [0.05, 0.09, 0.02], [-0.04, 0.19, -0.07], [-0.44, -0.23, -0.11], [0.01, -0.01, 0.00], [0.03, -0.02, -0.02], [0.06, -0.19, -0.12], [0.00, 0.11, -0.27], [0.05, -0.13, 0.11], [0.02, -0.01, 0.01], [0.52, -0.03, 0.15], [0.05, -0.06, 0.01], [0.02, 0.06, 0.17], [0.36, -0.53, 0.48], [-0.08, 0.03, -0.01], [-0.01, 0.01, -0.01], [-0.01, 0.00, -0.01], [0.09, -0.13, -0.05], [0.40, -0.11, -0.05], [0.11, -0.06, 0.03], [-0.03, 0.02, -0.01], [-0.40, -0.69, -0.01], [-0.06, -0.09, -0.04], [-0.06, 0.00, 0.08], [-0.03, 0.17, 0.18], [0.02, -0.06, 0.05], [-0.30, 0.33, -0.24], [-0.05, 0.00, -0.07], [0.09, -0.02, 0.00], [-0.01, 0.08, 0.08], [0.06, 0.01, 0.07], [-0.07, 0.04, -0.07], [-0.04, -0.41, -0.13], [-0.01, 0.16, 0.80], [0.03, -0.07, -0.06], [-0.68, 0.35, 0.16], [0.03, 0.00, 0.00], [0.08, 0.00, 0.00], [-0.06, 0.05, -0.02], [-0.02, 0.02, 0.01], [-0.08, -0.02, 0.04], [-0.12, -0.02, 0.11], [-0.06, 0.49, 0.09], [0.01, 0.01, 0.01]], "mulliken_charge": [-0.161, -0.539, -0.648, 0.471, 0.057, -0.427, -0.559, -0.657, 0.601, 0.379, 0.302, 0.517, 0.402, -0.329, 1.092, 1.075, -0.658, -0.616, -0.109, 0.272, -0.023, 0.208, 0.163, -0.611, 0.413, -0.622, 0.115, -0.374, 0.252, 0.370, -0.027, 0.470, -1.350, 1.031, -0.452, 0.373, 0.458, 0.232, 0.478, 0.501, 0.160, 0.869, -0.507, -0.556, 0.039, -0.609, 0.380, 0.413, 0.454, -0.602, 0.028, 0.586, 0.373, 1.013, -0.339, -1.215, -0.591, -0.431, 0.443, -0.429, 0.218, -0.449, 0.556, 0.406, 0.477, -0.486, 0.290, -0.613, -0.691, 0.143, -0.668, 0.578, -0.095, -0.309, -0.143, -0.231, 0.450, -0.466, 0.485, 0.604, -0.194, -0.116, -0.621, -0.545, 0.331, 0.185, -0.413, -0.535, 0.450, -0.323, -0.260, 0.433]}

- Which formula does entry 2 have?
  C34H36BF3IN5O12